[1]
{"formula": "C41H27Cl5F3N2O2STcTe", "method": "ωB97M-V/def2-TZVPD", "species": ["C", "Tc", "H", "F", "C", "C", "C", "C", "C", "C", "H", "C", "H", "C", "Cl", "C", "H", "C", "F", "C", "Te", "N", "O", "H", "H", "H", "C", "H", "C", "H", "C", "Cl", "H", "C", "C", "C", "H", "C", "C", "C", "H", "C", "C", "N", "C", "C", "C", "H", "C", "H", "C", "H", "C", "H", "H", "H", "F", "H", "C", "C", "C", "Cl", "H", "C", "O", "Cl", "C", "C", "C", "H", "S", "Cl", "H", "C", "H", "H", "C", "H", "C", "C", "H", "C", "H"], "coordinates": [[2.107, 6.081, -0.439], [0.816, 1.425, 0.269], [3.701, 3.171, -1.014], [-1.275, 6.167, 0.040], [-2.155, 1.763, -2.310], [0.987, 5.560, 0.173], [2.332, -2.821, -0.012], [0.541, 0.798, 3.248], [-6.946, -0.175, -0.915], [2.935, 3.868, -0.711], [-7.909, -1.461, -2.335], [-1.987, -4.978, 1.442], [4.281, 0.594, -2.457], [0.240, 1.936, -2.559], [4.902, 1.053, 4.294], [3.260, 0.500, -2.086], [1.122, 2.562, -2.603], [0.297, 0.598, -2.992], [-0.328, 6.275, 1.986], [-5.772, 0.114, -0.242], [2.089, -0.243, -3.716], [1.890, -0.440, -0.254], [-0.636, 0.315, 0.149], [-1.652, -5.709, 0.705], [3.049, -5.500, -1.944], [3.247, -2.370, 1.880], [0.880, 4.174, 0.313], [-3.818, -2.364, -1.495], [3.207, -3.057, 1.042], [4.603, -5.932, -0.071], [-0.123, 6.446, 0.674], [2.867, 0.044, 6.407], [-3.004, -0.135, -2.804], [-2.093, 0.446, -2.726], [4.021, -4.182, 1.020], [1.442, -1.625, 0.055], [-1.514, -5.228, 2.392], [2.268, -3.701, -1.085], [1.438, 1.179, 2.237], [-0.311, -3.221, 0.812], [-5.715, 0.948, 0.445], [-0.875, -0.140, -3.054], [-2.617, -2.623, 0.789], [1.844, 3.350, -0.133], [3.965, -5.058, -0.054], [-4.639, -0.675, -0.439], [3.092, -4.816, -1.106], [3.941, -0.020, -0.105], [-5.866, -2.024, -2.015], [-3.103, 2.211, -2.048], [0.062, -1.917, 0.453], [-3.658, -2.899, 0.913], [-0.953, -0.952, 0.338], [0.455, -3.976, 0.930], [-7.828, 0.429, -0.748], [2.891, 1.501, -1.881], [0.156, 7.736, 0.465], [4.697, -4.372, 1.843], [3.103, 5.222, -0.889], [-0.986, 2.508, -2.232], [-6.992, -1.241, -1.804], [-0.152, -0.051, 5.724], [3.564, -1.379, -1.139], [0.973, 0.441, 4.528], [-3.264, 0.843, 0.717], [-1.152, 0.829, 2.969], [-4.693, -1.748, -1.329], [3.243, -0.383, -0.853], [2.327, 0.488, 4.847], [1.584, -3.508, -1.903], [-0.422, 3.271, 1.029], [3.972, 1.873, 1.514], [-0.850, -1.175, -3.375], [3.239, 0.929, 3.890], [-3.063, -5.091, 1.563], [-5.901, -2.849, -2.714], [-2.312, -1.312, 0.444], [2.208, 7.152, -0.557], [-3.395, -0.282, 0.281], [-1.631, -3.580, 1.016], [3.996, 5.602, -1.362], [2.781, 1.264, 2.618], [-1.030, 3.549, -1.938]], "homo_energy_ev": [-10.602, -10.602], "gap_ev": [5.249, 5.847], "energy_ha": -5185.94445, "multiplicity": 2, "total_charge": 1}



[2]
{"formula": "C4H12NS", "method": "ωB97M-V/def2-TZVPD", "species": ["H", "H", "H", "C", "N", "H", "C", "C", "H", "H", "H", "S", "H", "H", "H", "H", "H", "C"], "coordinates": [[0.576, -0.063, 1.316], [-2.391, 2.295, 1.870], [1.289, 1.137, -1.377], [1.526, -0.371, 0.870], [0.696, 0.309, -1.420], [0.329, -2.310, -1.781], [-2.547, 2.137, 0.798], [1.281, -0.749, -0.586], [2.249, -1.013, -1.033], [0.896, -2.839, -0.185], [1.854, -1.279, 1.398], [-2.107, 0.438, 0.346], [-1.944, 2.871, 0.248], [-0.214, 0.639, -0.999], [-0.586, -1.896, -0.316], [2.285, 0.404, 1.004], [-3.603, 2.311, 0.579], [0.410, -2.021, -0.732]], "homo_energy_ev": -2.426, "gap_ev": 6.589, "energy_ha": -612.56714, "e_above_lowest_ev": 0.1034, "total_charge": -1}



[3]
{"formula": "C3H3N3O", "method": "ωB97M-V/def2-TZVPD", "species": ["N", "C", "N", "C", "H", "N", "C", "H", "H", "O"], "coordinates": [[1.136, 1.183, 0.109], [-0.575, 0.736, 1.606], [0.199, 0.450, 0.394], [0.571, -0.645, -1.709], [-1.205, -1.063, -0.365], [0.915, -1.555, -0.905], [-0.209, -0.656, -0.510], [0.840, -0.195, -2.649], [-0.057, 1.540, 2.152], [-1.614, 0.205, 1.877]], "homo_energy_ev": -8.976, "gap_ev": 8.650, "energy_ha": -355.45938, "e_above_lowest_ev": 4.9118}



[4]
{"formula": "C5H10O", "method": "ωB97M-V/def2-TZVPD", "species": ["H", "C", "H", "C", "H", "H", "H", "C", "H", "O", "H", "H", "H", "C", "H", "C"], "coordinates": [[-0.414, 0.807, 2.010], [-2.010, -0.042, -0.467], [1.305, 0.453, 1.746], [0.407, 0.894, 1.291], [-1.052, 0.781, -0.226], [0.609, 1.956, 1.110], [0.027, -1.780, 1.143], [-0.415, -1.294, 0.260], [0.781, -0.137, -2.030], [-1.793, -1.073, 0.453], [2.055, -0.115, -0.798], [1.293, 1.400, -1.294], [-1.724, -0.427, -1.476], [0.068, 0.156, 0.002], [-0.234, -1.921, -0.630], [1.097, 0.340, -1.096]], "homo_energy_ev": -8.053, "gap_ev": 8.793, "energy_ha": -271.57689, "e_above_lowest_ev": 4.7818}